(1)
C6H6O in the gas phase. Source: OMol25; level of theory: ωB97M-V/def2-TZVPD.

ORCA input file:
```
! wB97M-V def2-TZVPD RIJCOSX def2/J DEFGRID3
* xyz 0 1
C -0.173 -0.187 -2.398
H -0.722 1.965 -0.070
H 0.176 -2.579 -0.903
C -0.135 0.423 -1.361
H 1.291 0.331 2.300
C -0.301 0.239 1.202
C -0.022 -1.150 0.821
H 0.982 1.525 0.022
H -0.209 -0.713 -3.326
C 0.089 -2.032 0.007
H -1.359 0.326 1.470
O 0.414 0.735 2.311
C -0.030 1.117 -0.075
*
```

For the molecular weight, the calculation gives 94.11 Da. The energy above the lowest of the compared OMol25 structures with the same formula, charge and spin comes out at 102.2 kcal per mole. For the orbital gap, the calculation gives 10.649 eV. As for the largest force on an atom: 0.0126 hartree/bohr.



(2)
2 unconnected molecules or ions with the total composition C6H14N2 in a non-equilibrium geometry. Source: OMol25; level of theory: ωB97M-V/def2-TZVPD.

ORCA input file:
```
! wB97M-V def2-TZVPD RIJCOSX def2/J DEFGRID3
* xyz 0 1
C 1.602 -1.529 -0.733
N -2.174 -0.340 -0.876
H 0.335 2.597 0.099
N 2.215 0.193 0.835
H 0.848 2.038 -1.489
H 0.758 -2.070 -1.153
C -1.148 -0.280 0.087
H -3.102 -0.040 -0.613
C 1.136 -0.366 0.137
C 0.045 0.463 -0.222
H 2.107 1.134 1.177
H 2.218 -1.153 -1.560
H -2.363 -1.154 1.670
C 0.100 1.887 -0.704
H -0.874 2.191 -1.095
H -0.139 -1.263 0.488
H 2.200 -2.247 -0.166
C -1.728 -0.282 1.500
H -1.919 -0.088 -1.818
H -0.934 -0.282 2.243
H 3.158 -0.027 0.551
H -2.341 0.618 1.642
*
```

For the molecular weight, the calculation gives 114.19 Da. The energy above the lowest of the compared OMol25 structures with the same formula, charge and spin comes out at 80.3 kcal per mole. For the orbital gap, the calculation gives 8.197 eV. As for the largest force on an atom: 0.0261 hartree/bohr.



(3)
C25H44B2F4N4O6S in the gas phase in a non-equilibrium geometry. Source: OMol25; level of theory: ωB97M-V/def2-TZVPD.

ORCA input file:
```
! wB97M-V def2-TZVPD RIJCOSX def2/J DEFGRID3
* xyz 0 1
C -1.559 0.881 1.713
H -0.122 -4.375 -2.377
H -1.609 1.935 -1.155
N -2.530 -1.875 -1.502
N 1.406 -3.775 2.023
C 2.860 4.750 2.459
O 3.846 5.198 -0.134
C -3.485 -4.369 0.157
H 3.091 -1.492 -1.609
H -2.581 1.170 1.454
H 3.605 5.540 2.574
H -3.864 -5.394 0.214
H -0.691 -1.370 -4.628
H -5.281 2.275 -0.831
H -4.545 -0.610 -0.233
C -3.101 -2.294 -2.483
H -1.221 -5.171 -0.749
C -2.153 -4.316 0.933
H 3.444 3.325 -0.967
F -1.348 1.227 2.988
H 2.376 0.197 2.021
H -5.939 -2.441 2.177
H -0.190 -5.129 0.625
C 0.371 -2.390 0.362
F -2.607 -1.148 1.231
H 2.303 4.732 3.404
B -1.467 -0.280 -3.087
O -2.215 0.633 -3.795
C 2.190 -1.124 -1.106
H -3.395 -4.139 -0.901
S -4.235 -2.772 -3.488
C 1.869 -2.105 0.044
F -0.707 1.613 0.950
F -1.027 -1.147 2.706
O 1.568 -3.777 3.180
H 0.437 -0.366 -3.978
C 2.573 2.308 1.729
H 1.440 -1.057 -1.891
C 3.171 0.885 1.708
B -2.972 0.583 -1.203
H 2.414 -3.023 -0.145
C 3.524 3.369 2.284
H 2.836 0.826 -1.606
H -5.093 0.112 -1.796
H 1.028 4.440 1.288
C 0.464 -3.730 -1.722
C 1.851 5.152 1.376
H 1.675 2.283 2.357
H -1.779 0.803 -4.635
C -0.329 -0.967 0.412
C -4.519 -3.544 0.819
H 1.353 -4.326 -1.446
H 0.799 -2.906 -2.346
C -5.306 -2.898 1.455
C -5.133 1.451 -0.131
H 2.226 2.611 0.739
H 0.504 -0.356 0.783
O 0.342 -2.947 1.692
H 4.436 1.188 0.017
H -6.063 1.164 0.358
C 4.186 4.128 -0.999
C 2.528 0.322 -0.679
O -2.572 1.894 -1.148
H 1.894 4.852 -0.774
C -1.370 -0.677 1.493
H 5.133 3.721 -0.637
H 2.287 6.491 -0.272
O -0.609 -0.421 -0.841
H 4.326 4.478 -2.027
H 3.874 3.044 3.268
H -2.045 -3.449 1.581
N -0.290 -3.326 -0.546
H 3.943 0.824 2.480
H 2.241 -1.629 0.954
H 1.382 6.085 1.704
C 3.695 0.444 0.314
C -0.896 -4.505 0.056
H -2.166 -5.171 1.616
C -4.486 0.254 -0.900
H 4.386 3.484 1.624
C 2.450 5.436 -0.034
H 4.193 -0.516 0.477
H 1.641 0.873 -0.357
H -4.470 1.842 0.644
C -1.843 -0.548 -1.527
N -0.346 -0.971 -3.760
*
```

For the molecular weight, the calculation gives 626.33 Da. For the orbital gap, the calculation gives 8.438 eV. As for the largest force on an atom: 0.0363 hartree/bohr.



(4)
4 unconnected molecules or ions with the total composition C62H44IO10P in a non-equilibrium geometry. Source: OMol25; level of theory: ωB97M-V/def2-TZVPD.

ORCA input file:
```
! wB97M-V def2-TZVPD RIJCOSX def2/J DEFGRID3
* xyz 0 1
C 4.428 4.005 -2.170
H -4.485 5.667 -4.573
C 5.012 -2.598 4.777
C 6.643 4.781 -3.175
H -1.990 -7.081 6.663
C -9.004 4.089 -2.881
C -4.168 -5.061 -0.298
H -1.943 -3.701 4.033
H 7.063 2.891 -2.138
P -1.246 0.380 -0.654
C 3.728 -3.029 4.157
C -5.208 4.078 -3.335
C -0.344 0.861 -2.173
C 2.324 3.277 -3.398
C -6.631 4.485 -3.501
C 5.801 -1.535 4.091
H 6.607 5.656 -2.531
C -2.238 -6.631 5.710
H -3.928 -4.021 -0.471
C -4.783 -7.736 0.162
C -2.545 3.377 -2.992
O -4.231 -8.765 2.707
C 7.591 3.717 -2.603
H 7.933 1.136 2.300
H 3.377 -4.531 5.641
C -1.882 -5.310 5.452
H -3.199 -0.859 -1.457
H -5.512 -7.753 -1.849
H -11.022 3.669 -2.307
O -2.906 -3.662 1.785
C 1.314 -3.833 3.046
C -4.195 -6.979 1.167
H 1.033 -0.421 -0.172
O 5.407 -3.101 5.808
C -2.877 -5.471 3.275
H -5.017 -8.776 0.346
H -4.984 -5.370 -2.252
H 2.587 3.140 1.188
C 5.195 4.314 -3.442
C -3.208 -4.821 1.979
H 4.269 4.166 2.378
O 3.604 -0.790 1.326
H 4.797 6.971 0.727
H -2.110 5.045 -4.270
C 2.998 -4.054 4.748
C -0.700 0.261 -3.387
H -9.260 4.970 -3.452
H 5.990 4.654 -0.825
O -6.935 5.435 -4.193
C 5.003 4.234 -0.922
H -1.486 -0.475 -3.415
H -0.385 0.179 -5.508
O 4.534 6.436 1.486
H 8.246 4.133 -1.838
C 4.027 -1.336 2.324
C 5.342 -0.950 2.909
C -5.911 2.145 -1.896
O 0.439 2.605 0.045
C -3.877 -5.639 0.931
C 7.330 0.393 2.805
C -3.913 -7.615 2.487
C 7.778 -0.175 3.993
H -2.361 -1.686 -0.156
C 3.116 3.476 -2.166
C 1.795 -4.456 4.193
C 0.903 1.609 -4.569
H 7.027 5.085 -4.146
H -1.508 3.127 -2.858
H 4.717 5.119 -3.987
H -8.058 0.944 -0.847
C 0.673 1.837 -2.177
C -4.759 -5.820 -1.294
C 4.348 3.937 0.276
C -7.334 2.564 -2.043
C -2.208 -4.729 4.238
H -0.218 -1.249 0.789
H -3.184 -8.400 4.945
H -1.355 -4.733 6.201
H 0.283 0.380 1.243
C -3.222 -6.799 3.526
C -8.328 1.824 -1.414
C 0.123 -0.290 0.408
C 2.476 3.145 -0.970
C -0.083 0.632 -4.577
C -4.215 4.818 -3.960
C 3.085 3.371 0.260
C 1.290 2.210 -3.381
H 7.360 -1.586 5.556
O 5.606 5.518 1.639
H 1.228 -5.256 4.652
H 1.670 -2.329 1.557
H -1.696 -1.746 -1.806
C -4.863 2.974 -2.552
I 5.351 2.566 -4.721
C -9.651 2.219 -1.513
C 2.039 -2.816 2.450
H -10.423 1.643 -1.020
H 8.231 3.332 -3.389
H 5.853 3.550 1.790
H 5.757 0.451 1.345
C 5.025 4.226 1.596
C -2.908 -7.373 4.751
C -9.988 3.356 -2.240
C 6.113 0.011 2.267
H -3.290 1.771 -1.743
C 7.016 -1.137 4.635
C -7.675 3.694 -2.789
H 1.373 1.911 -5.494
C -2.887 4.466 -3.788
C -3.529 2.622 -2.375
H 8.725 0.131 4.416
O 2.452 3.961 -4.383
C 3.250 -2.414 2.997
C 1.110 2.537 -0.952
O -5.619 1.155 -1.257
H 0.369 -4.140 2.616
C -5.060 -7.159 -1.066
C -2.217 -1.126 -1.076
*
```

For the molecular weight, the calculation gives 1106.90 Da. For the orbital gap, the calculation gives 6.697 eV. As for the largest force on an atom: 0.0236 hartree/bohr.



(5)
A molecular structure, C4H5NO2 in a non-equilibrium geometry. Source: OMol25; level of theory: ωB97M-V/def2-TZVPD.

ORCA input file:
```
! wB97M-V def2-TZVPD RIJCOSX def2/J DEFGRID3
* xyz 0 1
H -1.204 1.938 -0.713
H 3.162 -0.390 0.723
H -0.207 0.104 1.540
N 2.512 -0.538 -0.039
O -1.072 -0.412 -1.653
H -1.174 -2.426 -0.563
C -0.495 -0.648 -0.598
H -0.978 2.458 1.042
C -0.939 1.677 0.296
C 1.513 -0.352 -0.611
O -0.629 -1.869 0.014
C -0.488 0.460 0.563
*
```

For the molecular weight, the calculation gives 99.09 Da. The energy above the lowest of the compared OMol25 structures with the same formula, charge and spin comes out at 78.8 kcal per mole. For the orbital gap, the calculation gives 10.048 eV. As for the largest force on an atom: 0.0965 hartree/bohr.



(6)
2 unconnected molecules or ions with the total composition C6H10. Source: OMol25; level of theory: ωB97M-V/def2-TZVPD.

ORCA input file:
```
! wB97M-V def2-TZVPD RIJCOSX def2/J DEFGRID3
* xyz 0 1
H 2.699 -0.500 0.792
C -0.048 -1.180 0.089
C 0.775 0.071 0.106
C -1.383 0.849 0.592
H 2.555 -0.464 -0.954
H 0.341 -1.926 0.787
H 2.678 1.059 -0.049
C -0.007 1.165 0.305
C -1.445 -0.651 0.465
H -2.233 -0.937 -0.237
H -1.774 -1.030 1.438
H -2.417 1.533 -0.971
H -0.004 -1.637 -0.905
C 2.258 0.053 -0.040
H -2.375 1.415 -1.714
H 0.382 2.181 0.297
*
```

For the molecular weight, the calculation gives 82.15 Da. The energy above the lowest of the compared OMol25 structures with the same formula, charge and spin comes out at 92.2 kcal per mole. For the orbital gap, the calculation gives 7.825 eV. As for the largest force on an atom: 0.0073 hartree/bohr.



Please write out number 6 again, unchanged.
2 unconnected molecules or ions with the total composition C6H10. Source: OMol25; level of theory: ωB97M-V/def2-TZVPD.

ORCA input file:
```
! wB97M-V def2-TZVPD RIJCOSX def2/J DEFGRID3
* xyz 0 1
H 2.699 -0.500 0.792
C -0.048 -1.180 0.089
C 0.775 0.071 0.106
C -1.383 0.849 0.592
H 2.555 -0.464 -0.954
H 0.341 -1.926 0.787
H 2.678 1.059 -0.049
C -0.007 1.165 0.305
C -1.445 -0.651 0.465
H -2.233 -0.937 -0.237
H -1.774 -1.030 1.438
H -2.417 1.533 -0.971
H -0.004 -1.637 -0.905
C 2.258 0.053 -0.040
H -2.375 1.415 -1.714
H 0.382 2.181 0.297
*
```

For the molecular weight, the calculation gives 82.15 Da. The energy above the lowest of the compared OMol25 structures with the same formula, charge and spin comes out at 92.2 kcal per mole. For the orbital gap, the calculation gives 7.825 eV. As for the largest force on an atom: 0.0073 hartree/bohr.



- Among the records above, which one has the lowest molecular weight?
  C6H10



- What is the formula in the sixth record?
  C6H10



- Which value of orbital gap does entry 6 give?
  7.825 eV